{"formula": "C18H32F3IIrNO3Si2Te", "method": "wB97M-V/def2-TZVPD", "species": ["Ir", "I", "Te", "Si", "Si", "F", "F", "F", "O", "O", "O", "N", "C", "C", "C", "C", "C", "C", "C", "C", "C", "C", "C", "C", "C", "C", "C", "C", "C", "C", "H", "H", "H", "H", "H", "H", "H", "H", "H", "H", "H", "H", "H", "H", "H", "H", "H", "H", "H", "H", "H", "H", "H", "H", "H", "H", "H", "H", "H", "H", "H", "H"], "positions_angstrom": [[0.256, -0.930, -0.364], [-2.998, -3.019, -5.026], [2.829, 0.127, -0.072], [4.647, 2.534, -1.540], [4.096, -2.876, 0.566], [-1.843, 2.401, -3.169], [-0.785, 1.105, -4.544], [0.289, 2.658, -3.466], [0.585, -0.017, -2.426], [-1.078, 0.737, -1.217], [-0.264, -0.478, 1.651], [-1.246, -2.358, -1.231], [5.547, 2.849, -3.123], [-1.207, 0.014, 3.750], [-0.705, 1.773, -3.389], [-1.959, -3.159, -0.414], [-0.792, 0.388, 2.376], [3.189, 3.653, -1.261], [-3.007, -3.959, -0.854], [-3.340, -3.948, -2.192], [-2.587, -3.122, -3.040], [5.340, -3.725, 1.633], [-1.541, -2.336, -2.528], [4.396, -3.041, -1.259], [5.751, 2.432, -0.047], [-0.994, 1.779, 1.903], [4.223, -0.987, 1.011], [-0.391, 0.771, -2.258], [2.329, -3.366, 0.979], [3.878, 0.743, -1.757], [6.539, 1.685, -0.162], [5.194, 2.217, 0.872], [5.143, -3.562, 2.694], [4.000, -0.831, 2.069], [3.154, 0.727, -2.574], [6.352, -3.381, 1.414], [4.382, -4.098, -1.538], [1.603, -2.749, 0.412], [-2.015, 2.101, 2.117], [-1.675, -3.156, 0.631], [2.145, -4.404, 0.691], [5.994, 3.846, -3.102], [-0.787, 1.886, 0.843], [3.528, 4.683, -1.127], [-3.546, -4.579, -0.150], [-0.346, 2.436, 2.491], [6.244, 3.394, 0.110], [2.097, -3.263, 2.040], [-4.151, -4.557, -2.571], [-2.299, 0.072, 3.804], [5.374, -2.651, -1.549], [4.660, -0.002, -1.919], [-0.879, -0.985, 4.017], [2.636, 3.388, -0.353], [4.875, 2.801, -3.982], [2.498, 3.643, -2.106], [-0.832, 0.749, 4.464], [6.352, 2.127, -3.271], [5.208, -0.578, 0.781], [-0.942, -1.697, -3.165], [3.633, -2.539, -1.862], [5.309, -4.801, 1.448]], "lowdin_spin": [2.44, 0.68, 0.60, 0.03, 0.03, 0.00, 0.00, 0.00, 0.13, 0.12, 0.14, 0.07, 0.00, 0.01, 0.00, 0.10, 0.01, 0.01, -0.01, 0.05, 0.10, 0.01, 0.10, 0.00, 0.00, 0.00, 0.10, 0.01, 0.05, 0.10, 0.00, 0.00, 0.00, 0.01, 0.01, 0.00, 0.00, 0.03, 0.00, 0.01, 0.00, 0.00, 0.00, 0.00, 0.00, 0.00, 0.00, 0.00, 0.00, 0.00, 0.00, 0.01, 0.00, 0.01, 0.00, 0.00, 0.00, 0.00, 0.00, 0.00, 0.00, 0.00], "multiplicity": 6, "lumo_ev": [-9.23, -13.34], "homo_lumo_gap_ev": [7.658, 4.430], "total_charge": 3, "de_lowest_kj_mol": 0.0}

***

{"formula": "C18H32N2O11", "method": "wB97M-V/def2-TZVPD", "species": ["O", "O", "O", "O", "O", "O", "O", "O", "O", "O", "O", "N", "N", "C", "C", "C", "C", "C", "C", "C", "C", "C", "C", "C", "C", "C", "C", "C", "C", "C", "C", "H", "H", "H", "H", "H", "H", "H", "H", "H", "H", "H", "H", "H", "H", "H", "H", "H", "H", "H", "H", "H", "H", "H", "H", "H", "H", "H", "H", "H", "H", "H", "H"], "positions_angstrom": [[-2.692, -0.911, -2.581], [1.429, 3.661, 4.279], [0.598, -2.490, -0.042], [-3.020, 0.822, -1.103], [1.661, -2.963, 1.833], [0.443, 1.769, 3.517], [2.930, 1.557, -5.097], [-4.736, -0.455, -1.568], [0.861, -0.802, 1.397], [3.073, -2.873, -2.136], [0.035, 2.475, 5.503], [0.791, 0.848, -4.735], [4.285, -3.023, -0.245], [4.082, -4.449, 0.122], [5.229, -2.394, 0.709], [-0.051, -0.186, -4.191], [0.686, 2.740, 4.406], [-1.877, 1.180, 6.068], [-0.018, -1.372, -0.628], [0.459, 1.146, 0.028], [2.153, 0.683, -4.787], [0.161, 2.087, -5.208], [-4.047, 1.340, -0.280], [1.049, -2.161, 1.167], [-0.550, 0.840, 3.965], [-5.208, 0.440, -0.580], [-3.426, -0.246, -1.819], [3.806, -2.354, -1.314], [-0.485, 1.174, 5.451], [-0.077, -0.283, 0.434], [-4.283, 2.859, -0.636], [2.465, -0.284, -4.363], [5.362, -1.343, 0.455], [-4.901, 3.403, 0.079], [-0.463, 1.861, -6.073], [-6.073, 1.021, -0.900], [-0.247, -0.159, 3.654], [-1.013, -1.554, -1.036], [1.389, 1.068, -0.535], [-1.929, 1.389, 7.137], [3.499, -5.035, -0.590], [-1.049, -0.264, 0.927], [-0.874, -0.445, -4.856], [-3.848, 1.146, 0.774], [0.632, -1.068, -1.448], [3.605, -4.503, 1.100], [5.031, -4.967, 0.254], [-3.402, 3.486, -0.773], [0.567, 1.809, 0.887], [0.349, -1.184, -4.012], [-2.569, 1.917, 5.662], [4.148, -1.308, -1.316], [-1.550, 0.967, 3.550], [-5.536, 0.036, 0.377], [-0.495, 2.489, -4.436], [6.186, -2.915, 0.743], [-0.325, 1.577, -0.596], [-4.975, 2.940, -1.475], [0.143, 0.471, 5.997], [-0.455, 0.079, -3.214], [-2.468, 0.284, 5.881], [4.778, -2.531, 1.692], [0.757, 2.959, -5.476]], "lowdin_spin": [0.01, 0.00, 0.01, 0.02, 0.01, 0.01, 0.00, 0.02, 0.01, 0.00, 0.00, 0.00, 0.00, 0.00, 0.00, 0.00, 0.01, 0.05, 0.01, 0.01, 0.00, 0.00, 0.10, 0.01, 0.05, 0.12, 0.03, 0.00, 0.01, 0.02, 0.07, 0.00, 0.00, 0.03, 0.00, 0.01, 0.01, 0.00, 0.00, 0.00, 0.00, 0.03, 0.00, 0.10, 0.00, 0.00, 0.00, 0.01, 0.00, 0.00, 0.02, 0.00, 0.06, 0.08, 0.00, 0.00, 0.00, 0.00, 0.00, 0.00, 0.03, 0.00, 0.00], "multiplicity": 2, "lumo_ev": [2.55, 2.53], "homo_lumo_gap_ev": [2.494, 9.699], "total_charge": -1}

***

{"formula": "C18H32N2O3", "method": "wB97M-V/def2-TZVPD", "species": ["O", "O", "O", "N", "N", "C", "C", "C", "C", "C", "C", "C", "C", "C", "C", "C", "C", "C", "C", "C", "C", "C", "C", "H", "H", "H", "H", "H", "H", "H", "H", "H", "H", "H", "H", "H", "H", "H", "H", "H", "H", "H", "H", "H", "H", "H", "H", "H", "H", "H", "H", "H", "H", "H", "H"], "positions_angstrom": [[1.410, 3.806, 4.104], [0.467, 2.619, 2.156], [-3.861, -3.027, 2.334], [3.095, 3.441, -1.530], [0.116, -1.918, -2.280], [-0.836, -4.482, -1.777], [0.548, 6.287, -1.633], [1.537, 2.911, 3.122], [0.998, 2.033, 0.916], [-1.793, -2.577, 0.906], [3.073, 4.674, -1.793], [-0.315, -3.080, -2.052], [1.933, 6.840, -1.310], [0.090, -0.825, 1.520], [-5.325, -3.086, 2.053], [-0.502, -2.297, 1.932], [3.046, 6.161, -2.109], [-0.521, -5.151, -4.214], [1.581, -0.484, 2.109], [2.746, 1.886, 2.700], [2.094, 0.950, 1.477], [-0.200, -5.470, -2.757], [-3.217, -1.980, 1.496], [-1.603, -5.150, -4.386], [0.889, -5.476, -2.626], [-0.123, -4.175, -4.510], [-1.853, -3.731, 0.721], [0.319, 6.402, -2.699], [0.466, 5.226, -1.375], [2.886, 6.297, -3.184], [1.945, 7.915, -1.521], [-3.954, -1.799, 0.587], [-5.534, -3.634, 1.014], [0.081, 1.677, 0.282], [2.377, -1.296, 1.742], [-0.977, -2.203, 3.012], [-0.557, -6.481, -2.528], [2.120, 6.720, -0.235], [-1.604, -2.054, -0.145], [0.253, -3.188, 1.820], [3.639, 2.436, 2.130], [-5.850, -3.659, 2.957], [3.228, 1.290, 3.615], [1.638, -0.492, 3.300], [2.869, 0.676, 0.620], [-5.793, -2.002, 1.950], [-0.070, -5.898, -4.874], [-0.217, 6.820, -1.061], [-0.694, 0.000, 1.851], [0.161, -0.804, 0.339], [-1.927, -4.487, -1.878], [4.016, 6.601, -1.852], [-3.098, -0.947, 2.042], [1.393, 2.946, 0.270], [-0.589, -4.761, -0.748]], "mulliken_charge": [-0.60, -0.36, -0.33, -0.51, -0.55, -0.18, -0.99, 0.56, 0.02, -0.21, 0.31, 0.36, -0.44, -0.30, -0.58, -0.38, -0.35, -1.17, -0.84, -0.78, 0.29, -0.60, -0.62, 0.29, 0.31, 0.36, 0.15, 0.31, 0.23, 0.29, 0.31, 0.39, 0.24, 0.24, 0.26, 0.26, 0.36, 0.29, 0.06, 0.30, 0.25, 0.21, 0.35, 0.28, 0.47, 0.26, 0.34, 0.32, 0.20, 0.10, 0.36, 0.27, 0.20, -0.23, 0.24], "smiles": "COCCCCC[C@H]1COC(=O)C1.CCCC#N.CCCC#N", "lumo_ev": 0.64, "homo_lumo_gap_ev": 10.361, "total_charge": 0}

***

| no. | calculated total energy (eV) |
| --- | --- |
| 1 | -68929.4196 |
| 2 | -44686.8687 |
| 3 | -28300.2342 |